Entry from OMol25: a structure of composition C24H46BrGeN2PdSeSi3 (ωB97M-V/def2-TZVPD).

Atoms and positions in Å:
Pd  -0.01217  0.37705  -0.51557
C  0.44043  -3.38735  0.17573
Si  -1.28747  -2.58605  0.00623
C  -1.74777  -2.05005  1.78653
C  -2.56407  -3.88035  -0.56097
C  -1.33767  -1.14355  -1.21377
Si  -0.10207  -1.11545  -2.66417
C  -0.14867  0.44135  -3.79687
C  1.74183  -1.47455  -2.20727
C  -0.65677  -2.58925  -3.74957
Si  -2.84697  -0.04195  -1.34747
C  -3.81467  0.25085  0.28053
C  -3.98707  -0.58565  -2.77637
C  -2.28827  1.76505  -1.72287
C  -3.05027  2.65235  -2.47317
C  -2.64867  3.96885  -2.61067
C  -1.48037  4.37145  -1.98067
C  -0.76457  3.43315  -1.25717
N  -1.16467  2.17295  -1.13377
H  0.41603  -4.17095  0.92713
H  1.19373  -2.66545  0.48553
H  0.77173  -3.84125  -0.75097
H  -1.56987  -2.86415  2.48203
H  -2.78687  -1.76265  1.88203
H  -1.13167  -1.20945  2.09683
H  -2.55957  -4.73455  0.10883
H  -2.34677  -4.24395  -1.55957
H  -3.57057  -3.47265  -0.56917
H  0.14653  1.35075  -3.27837
H  -1.14187  0.60355  -4.20087
H  0.52873  0.30635  -4.63517
H  1.94713  -1.31305  -1.14817
H  2.42553  -0.85795  -2.78457
H  1.97633  -2.50685  -2.43177
H  -1.69067  -2.49435  -4.05787
H  -0.55797  -3.52055  -3.20747
H  -0.04697  -2.66415  -4.64077
H  -4.34287  -0.64205  0.59243
H  -4.55337  1.03625  0.14683
H  -3.14697  0.55345  1.08403
H  -4.18937  -1.64915  -2.71437
H  -3.53487  -0.39885  -3.74617
H  -4.94287  -0.07275  -2.74847
H  -3.95507  2.29635  -2.93827
H  -3.23477  4.66665  -3.18957
H  -1.13477  5.39125  -2.03897
H  0.15263  3.71095  -0.75147
C  1.09383  -0.11885  6.66183
Ge  1.46583  -0.08035  4.71593
C  3.09363  0.99485  4.34963
C  1.61863  -1.87985  3.89513
C  -0.08127  0.75675  3.70043
Se  0.58583  0.92705  1.86173
C  0.80683  2.85455  1.89093
H  1.92703  -0.57755  7.18643
H  0.19813  -0.68965  6.88373
H  0.96993  0.88945  7.04533
H  3.96933  0.45155  4.69353
H  3.06463  1.94175  4.88013
H  3.21633  1.19685  3.28783
H  2.56903  -2.34465  4.13813
H  1.53663  -1.80605  2.81183
H  0.82603  -2.53275  4.24843
H  -0.38057  1.73815  4.05713
H  -0.94717  0.10265  3.72753
H  1.32463  3.14905  2.79873
H  -0.17447  3.32245  1.85533
H  1.40043  3.12355  1.02193
Br  6.28033  0.74615  -2.93187
C  4.64803  1.04665  -2.01387
C  3.64043  1.81305  -2.58657
C  2.44953  1.95715  -1.89677
N  2.20373  1.37745  -0.71987
C  3.19983  0.67955  -0.16797
C  4.43503  0.49265  -0.75847
H  3.78963  2.29155  -3.54057
H  1.66013  2.58225  -2.30087
H  3.00213  0.25385  0.81143
H  5.20693  -0.06875  -0.25857

As for the total charge: +1. Its multiplicity is 1. The calculation puts the HOMO energy (spin up / spin down) at -10.641 / -10.437 eV. The calculation puts the maximum force at 1.589 eV/Å. For the gap between HOMO and LUMO (spin up / spin down), the calculation gives 6.0 / 6.5 eV.

Atom charges from the Mulliken analysis, given in e for atoms 1 to 2: -0.387 -0.897


Entry from OMol25: a cluster of 8 separate species, C38H59ClFNO19S in total (ωB97M-V/def2-TZVPD).

Atoms and positions in Å:
C  3.44629  -3.69434  -3.22105
C  2.82995  -2.22094  -3.32645
Cl  3.64327  -1.41818  -4.78870
C  1.24620  -2.32275  -3.53145
C  0.37778  -2.02268  -2.22316
C  0.55108  -0.48577  -1.78546
O  -0.98784  -1.98785  -2.80091
S  -2.16762  -2.63010  -1.78398
O  -2.91679  -3.77045  -2.37456
O  -2.95857  -1.40457  -1.40042
O  -1.10426  -3.02877  -0.53131
C  0.22602  -3.14206  -1.09762
F  0.19156  -4.36609  -1.87365
C  1.32017  -3.28233  0.04627
C  1.49144  -2.00528  0.97239
O  0.47209  -1.65085  1.62760
N  2.69200  -1.21830  1.16153
C  3.89417  -1.78980  0.49659
C  2.49954  0.23040  0.88701
H  3.41779  -4.13741  -2.17713
H  4.48512  -3.75189  -3.67837
H  2.78411  -4.36377  -3.88160
H  3.06639  -1.54487  -2.44882
H  0.91388  -3.29909  -4.01541
H  0.96979  -1.50133  -4.28856
H  1.60605  -0.08708  -1.90751
H  -0.12088  0.14112  -2.47064
H  0.19353  -0.29000  -0.72607
H  2.26561  -3.66899  -0.44261
H  0.95090  -4.13042  0.72896
H  4.64751  -0.93022  0.38425
H  3.70840  -2.17361  -0.55942
H  4.42430  -2.56222  1.15324
H  3.14681  0.81525  1.63590
H  1.43501  0.59809  0.99751
H  2.86625  0.53633  -0.15838
O  -1.02878  -0.13141  -6.21472
C  -2.15324  -0.37091  -5.85697
C  -2.90414  -1.65078  -6.10748
C  -4.33233  -1.24718  -5.80252
C  -4.14843  -0.15401  -4.77472
O  -2.91123  0.48361  -5.12044
H  -2.54123  -2.41710  -5.41815
H  -2.78927  -1.97686  -7.14058
H  -4.95548  -2.06979  -5.44900
H  -4.79748  -0.83517  -6.70343
H  -4.06498  -0.54851  -3.75772
H  -4.95839  0.57624  -4.80460
O  -1.59944  -0.09309  5.43849
C  -2.28260  -0.92902  4.90243
C  -2.36087  -1.18671  3.42330
C  -3.61560  -2.02389  3.31290
C  -3.65761  -2.72945  4.64819
O  -3.07011  -1.80931  5.57723
H  -1.47293  -1.74091  3.10978
H  -2.45014  -0.25515  2.86662
H  -3.61152  -2.70946  2.46366
H  -4.48406  -1.36891  3.21293
H  -3.06879  -3.65185  4.65056
H  -4.67812  -2.96182  4.95717
O  2.77218  1.67543  -4.75922
C  1.77987  2.27134  -4.43465
C  0.49994  2.34697  -5.21839
C  -0.21495  3.50559  -4.55346
C  0.31433  3.44524  -3.13873
O  1.65269  2.94641  -3.25642
H  -0.04570  1.40844  -5.09754
H  0.69484  2.54622  -6.27124
H  -1.30281  3.44067  -4.60824
H  0.09070  4.44475  -5.02528
H  -0.25920  2.75767  -2.50946
H  0.32929  4.42855  -2.66529
O  -4.61828  0.97172  3.26609
C  -5.79756  1.17383  3.38519
C  -6.42937  2.46938  3.81814
C  -7.83927  2.03571  4.16445
C  -8.05069  0.85397  3.24565
O  -6.75755  0.25372  3.09995
H  -6.41251  3.17078  2.98091
H  -5.91322  2.88819  4.68122
H  -8.58506  2.82118  4.03416
H  -7.87598  1.70597  5.20722
H  -8.40871  1.15470  2.25671
H  -8.74688  0.12738  3.66701
O  6.06095  -3.15138  -0.43207
C  6.08591  -4.26998  0.00791
C  6.97618  -4.76083  1.11771
C  6.86660  -6.26521  0.97217
C  5.48163  -6.43562  0.39074
O  5.26445  -5.26888  -0.41373
H  6.57752  -4.41359  2.07413
H  8.00033  -4.41633  0.97998
H  7.01074  -6.80872  1.90696
H  7.61517  -6.61999  0.25738
H  4.70813  -6.47529  1.16338
H  5.40564  -7.32890  -0.23071
O  3.59231  8.72485  -3.09836
C  3.69418  7.60744  -2.66736
C  4.65902  7.15891  -1.60164
C  4.62083  5.65143  -1.75119
C  3.22163  5.41136  -2.27022
O  2.90754  6.56835  -3.05690
H  4.28717  7.48138  -0.62637
H  5.65672  7.55658  -1.78371
H  4.83549  5.11261  -0.82703
H  5.35329  5.33851  -2.50149
H  2.48726  5.32863  -1.46280
H  3.16456  4.51922  -2.89107
O  -1.63193  5.80876  6.94754
C  -1.77175  4.62258  7.09854
C  -2.03987  3.92757  8.40765
C  -1.72988  2.48263  8.07145
C  -2.05577  2.41401  6.59722
O  -1.74918  3.72051  6.08384
H  -3.08967  4.06723  8.67620
H  -1.38781  4.30731  9.19360
H  -2.28990  1.76247  8.66982
H  -0.66334  2.29099  8.22468
H  -3.11493  2.20691  6.41434
H  -1.45556  1.66291  6.07966

Its multiplicity is 1. The calculation puts the HOMO energy at -9.617 eV. The calculation puts the maximum force at 4.607 eV/Å. For the gap between HOMO and LUMO, the calculation gives 9.9 eV.

Atom charges from the Mulliken analysis, given in e for atoms 1 to 2: -0.925 0.922